1.
Computed, not measured: a 2-piece molecular cluster, C4H9N3O overall, with ωB97M-V/def2-TZVPD.

Element x y z (Å)
H1 1.7013 -1.1304 1.2084
H2 1.6364 0.0633 -1.6231
N1 -0.6312 0.3244 0.1171
H3 -0.5747 -1.6990 -0.7089
C1 1.6988 0.2924 -0.4878
C2 0.4951 1.2084 -0.0229
H4 1.9212 -1.8009 -0.3522
C3 -0.1744 -1.1040 0.2476
H5 0.2052 2.0473 -0.8525
N2 -1.8436 0.5414 0.2052
H6 -3.3991 1.4418 0.2561
N3 -2.4255 1.5891 0.0231
H7 2.7075 0.7914 -0.2453
O1 -2.7775 -1.4147 -0.2082
H8 0.5575 1.5716 1.0184
H9 -0.4939 -1.6746 1.1847
C4 1.3970 -1.0476 0.2401

The HOMO-LUMO gap (alpha / beta) comes out at 7.900 / 8.173 eV. The HOMO energy (alpha / beta) comes out at -9.457 / -9.465 eV.


2.
Computed, not measured: C37H91Cu2N6O15 as an isolated structure, with ωB97M-V/def2-TZVPD.

Element x y z (Å)
H1 -5.8888 -5.5837 -23.1848
H2 -2.7752 -3.4997 -20.3841
H3 -7.7811 -12.1978 -14.5278
C1 2.4203 -4.9739 -12.6169
O1 -4.2681 -7.5858 -21.1156
H4 0.0283 -1.5890 -14.7054
H5 -4.0670 -5.3049 -25.3624
H6 -5.0792 -7.3725 -16.8292
C2 2.1834 -6.5385 -15.3010
N1 -1.6548 -1.9012 -19.7291
H7 -1.1560 -4.4836 -13.1219
C3 -5.2402 -6.0967 -14.6085
N2 -3.7691 -5.2558 -23.3059
C4 -4.9427 -6.0497 -22.9175
C5 -1.0763 -5.7987 -16.8027
H8 1.5030 -15.1006 -18.5673
C6 -0.4736 -7.5445 -23.9432
C7 -7.2475 -11.2577 -14.6638
H9 -1.2544 -10.1497 -11.9577
H10 3.6695 -3.8498 -13.9421
H11 1.7544 -7.1339 -14.4809
C8 -2.3930 -6.6325 -24.9618
H12 -7.7006 -10.6623 -15.4625
H13 -2.8408 -7.5867 -24.6696
H14 -1.4557 -9.1289 -19.0063
H15 2.6323 -2.3312 -12.8354
H16 -2.6581 -4.5229 -25.0095
H17 -3.6045 -7.8669 -15.9735
H18 -0.8779 -5.0336 -17.5617
C9 -2.0452 -4.9142 -12.6542
H19 4.2670 -5.5024 -13.7885
C10 -2.2515 -9.7160 -11.8888
H20 1.3848 -6.0412 -17.3142
H21 -5.5435 -9.7103 -14.3529
C11 -0.7242 -15.1039 -20.5181
H22 -8.2010 -12.0498 -12.4777
C12 -1.2800 -7.0721 -13.0659
O2 -0.0137 -5.8517 -15.8779
C13 -0.6883 -4.1326 -20.2855
H23 0.7806 -5.9652 -19.9686
H24 -3.0966 -13.3169 -11.0192
O3 -5.1603 -7.4953 -14.7357
C14 3.3636 -4.8937 -13.8345
H25 -1.3631 -1.5988 -20.6653
H26 0.9475 -15.2791 -16.2576
H27 -0.6742 -16.8284 -19.1610
H28 -0.9746 -7.1733 -12.0114
C15 -0.9252 -1.6617 -17.2692
H29 -5.7642 -11.8997 -16.0853
H30 -2.9870 -5.5243 -22.6939
H31 -1.8402 -1.1857 -16.8995
N3 -4.9720 -10.2166 -15.0394
H32 -0.4720 -16.2086 -16.8254
H33 0.7553 -16.5299 -19.9087
O4 1.3510 -4.0492 -12.7394
H34 -5.5453 -7.9486 -19.5079
H35 1.0746 -17.7303 -16.1360
H36 -6.6239 -11.6242 -11.8404
H37 -0.3428 -6.6087 -13.4117
C16 -0.6792 -1.3989 -18.7584
O5 -1.6783 -8.9206 -18.0898
O6 -2.3670 -6.1841 -13.2076
H38 3.2913 -18.5053 -18.4693
H39 -0.2763 -7.3172 -20.4554
C17 1.7279 -2.7370 -12.3740
C18 -0.0548 -15.9701 -19.4273
O7 -3.3079 -11.7887 -12.4193
Cu1 -0.2965 -13.1006 -18.0044
C19 0.7150 -1.7430 -15.5505
H40 -3.2738 -8.4440 -12.9700
H41 0.1399 -4.1713 -19.5710
N4 2.6769 -5.1812 -15.0825
H42 -3.9487 -7.1238 -19.1474
O8 -7.2772 -10.4886 -13.4738
H43 -4.2494 -5.6586 -14.8034
H44 -4.2666 -10.4894 -11.1599
H45 -4.5474 -9.8497 -17.0733
H46 0.5352 -6.1443 -21.6946
H47 3.0502 -7.1247 -15.6335
H48 -0.4109 -0.3622 -18.9562
C20 -4.7006 -7.9526 -15.9768
Cu2 -2.6965 -11.0720 -14.4833
C21 1.3536 -17.2015 -17.0618
C22 -4.4802 -7.8734 -19.7432
H49 -0.9496 -2.7252 -17.0122
C23 -1.8880 -3.3524 -19.7659
O9 -1.0707 -5.4679 -20.5623
C24 -5.0998 -9.3919 -16.2552
H50 -4.8192 -6.9964 -23.4639
H51 -5.8974 -6.4062 -21.0780
C25 1.1190 -6.5663 -16.3900
C26 -4.8605 -6.3614 -21.4400
H52 -1.8430 -8.1185 -14.8240
C27 -1.4815 -12.9319 -20.9706
O10 -1.2093 -11.1114 -18.1063
H53 -1.0101 -7.5931 -22.9922
H54 3.4297 -18.7815 -16.6798
H55 -1.3485 -6.7808 -17.2034
C28 -3.7233 -13.0274 -11.8632
O11 -2.0079 -10.1341 -16.2600
H56 -1.8084 -5.0075 -11.5888
H57 0.5880 -7.3513 -23.8236
C29 -1.6657 -10.1304 -17.4465
C30 -1.5319 -8.3503 -13.8072
H58 -4.7406 -13.0139 -11.4489
H59 2.9608 -4.7429 -11.6945
H60 -0.6162 -8.9460 -13.7708
H61 -5.3945 -5.9215 -13.5446
H62 -0.3303 -3.7319 -21.2448
H63 -3.8038 -13.7766 -12.6479
H64 -0.8440 -12.8912 -21.8582
H65 1.7880 -4.6774 -15.1054
C31 -7.5348 -11.2043 -12.2867
C32 -3.2420 -10.7700 -11.4046
H66 0.7544 -2.8286 -15.7049
O12 -0.9295 -13.8087 -20.0001
H67 0.8606 -7.6006 -16.6327
H68 -2.9302 -4.2920 -12.7550
O13 0.1637 -1.0395 -16.6511
H69 -4.4336 -5.4997 -20.9060
H70 -2.1342 -3.6575 -18.7491
C33 0.5612 -15.9284 -17.0445
H71 -2.4379 -13.3460 -21.3098
H72 -2.7480 -11.1586 -10.5071
N5 -2.6296 -9.1943 -13.2325
H73 4.5748 -17.7074 -17.4924
H74 -6.1636 -9.3098 -16.5272
O14 2.6906 -16.9517 -17.3165
H75 1.9834 -5.9725 -12.6366
H76 -7.9697 -10.5377 -11.5456
H77 -4.0221 -8.8348 -19.5194
H78 -5.3126 -12.1179 -14.3557
C34 -3.2464 -5.3688 -24.6423
C35 3.5526 -18.0719 -17.5003
H79 1.6986 -1.4249 -15.2193
H80 -2.3031 -8.9324 -11.1268
C36 0.0736 -6.3274 -20.7250
H81 -0.5871 -8.4853 -24.4864
O15 -1.0436 -6.4682 -24.6914
H82 -1.9556 -5.5420 -16.2040
H83 -1.6712 -11.9367 -20.5825
H84 0.9441 -17.9232 -17.7911
C37 -5.7908 -11.4547 -15.0859
H85 -2.3958 -6.6746 -26.0630
H86 -0.1830 -15.1541 -21.4686
H87 0.2214 -1.9738 -19.0508
H88 1.8761 -2.6840 -11.2904
H89 0.9131 -2.0656 -12.6415
H90 -1.6784 -15.5484 -20.8257
H91 -6.0009 -5.6297 -15.2373
N6 0.5146 -15.1692 -18.3248

Its total charge is +3. The HOMO-LUMO gap (alpha / beta) comes out at 7.040 / 2.248 eV. The HOMO energy (alpha / beta) comes out at -13.420 / -13.420 eV. The spin multiplicity is 3. The expectation value of S² is 2.0096.


3.
Computed, not measured: one molecule with the formula C4H5N3, with ωB97M-V/def2-TZVPD.

Element x y z (Å)
H1 0.0466 -1.5196 -0.9666
C1 2.5992 -0.2697 -0.2917
N1 -0.4141 1.3334 0.1024
C2 -0.2213 -1.1019 -0.1104
N2 0.3333 0.2678 -0.1692
H2 -2.4442 0.4368 -0.1405
C3 3.3707 -0.6823 0.5584
H3 -2.2598 2.2830 0.3766
H4 -1.2303 -0.8776 0.1212
H5 0.2676 -1.7225 0.7046
N3 1.6278 0.5385 -0.2622
C4 -1.6756 1.3142 0.0774

The HOMO-LUMO gap comes out at 8.243 eV. The HOMO energy comes out at -9.286 eV.


4.
Computed, not measured: C2H6NP as an isolated structure, with ωB97M-V/def2-TZVPD.

Element x y z (Å)
C1 -1.0306 -0.7232 -0.1468
H1 -0.7157 1.2456 -1.1460
C2 -0.9874 0.7240 -0.2191
H2 -0.5954 -1.1405 -0.9918
N1 -0.1257 0.0538 0.6826
H3 2.2906 -1.2701 0.1862
H4 -1.8462 -1.1611 0.3670
P1 2.0196 0.0434 -0.0380
H5 2.6663 0.7305 1.1158
H6 -1.6754 1.4974 0.1900

The HOMO-LUMO gap comes out at 8.728 eV. The HOMO energy comes out at -8.738 eV.


5.
Computed, not measured: a 2-piece molecular cluster, CH2N4O2 overall, with ωB97M-V/def2-TZVPD.

Element x y z (Å)
C1 -2.9973 0.3747 -0.1039
N1 1.4576 -1.8297 0.5184
H1 0.8671 -2.5212 0.9541
H2 2.2410 2.0965 -0.9513
O1 -3.3476 -0.0290 0.9005
O2 -2.6973 0.7560 -1.1376
N2 1.0014 -0.7002 0.4062
N3 1.9544 1.4488 -0.0981
N4 1.5207 0.4040 -0.4883

The HOMO-LUMO gap comes out at 9.001 eV. The HOMO energy comes out at -8.777 eV.


Going through the records in order, we get energy above the lowest of the compared OMol25 structures with the same formula, charge and spin values of 892.0, 0.0, 857.6, 227.8, 234.2 kJ/mol.